Here is a single C5H6N2O molecule in a non-equilibrium geometry from the Open Molecules 2025 dataset. Energies are from wB97M-V/def2-TZVPD.

Structure (XYZ):
```
14
Properties=species:S:1:pos:R:3:forces:R:3
H 1.04998 -1.54496 -2.18884 -0.069 -0.379 -0.407
N 1.57515 -0.89141 -1.62362 -0.647 0.455 0.527
C 0.75860 -0.33567 -0.83585 0.098 -0.109 -0.007
C 1.11162 0.68465 0.20418 -1.015 -1.022 -0.103
C -0.21088 1.35698 0.53529 1.731 1.729 0.518
O -0.25867 2.48258 0.98464 -0.683 -0.748 -0.230
C -1.27356 0.45519 0.13557 0.875 -2.574 0.092
C -1.03479 -0.95913 0.67158 1.449 1.530 -1.708
N -0.67430 -0.61800 -0.76345 0.017 0.142 1.276
H 1.49634 0.12713 1.03982 0.184 -0.048 0.693
H 1.84521 1.37306 -0.08038 1.023 1.043 -0.525
H -2.24937 0.74430 -0.14719 -0.822 0.439 0.075
H -0.26526 -1.32850 1.35786 -0.022 0.920 -0.226
H -1.87005 -1.54621 0.71038 -2.120 -1.379 0.024
```
Positions in Å, forces in eV/Å.

Output
Energy above the lowest of the compared OMol25 structures with the same formula, charge and spin = 1.519 eV
Net charge = 0
F_max = 0.0529 hartree/bohr
SMILES = [H]/N=C1/CC(=O)[C@@H]2CN12
HOMO-LUMO gap = 10.9 eV
Calculated total energy = -378.815125 hartree
E_HOMO = -10.0 eV

---

Here is a single C5H6N2O molecule in a non-equilibrium geometry from the Open Molecules 2025 dataset. Energies are from wB97M-V/def2-TZVPD.

Structure (XYZ):
```
14
Properties=species:S:1:pos:R:3:forces:R:3
N -0.79272 1.55775 0.18211 2.491 6.289 -0.110
C 0.22585 0.60648 0.00220 2.117 -1.094 0.270
C 1.60611 0.55440 -0.21833 -0.382 -0.406 1.373
C 1.93156 -0.88672 -0.00930 0.425 -1.770 -1.253
N 0.84956 -1.70409 0.03588 1.496 3.654 1.861
C -0.17719 -0.70789 0.20430 -1.361 -4.113 -1.154
C -1.45851 -1.23317 0.14001 1.393 -2.789 -0.508
O -2.53207 -0.62838 -0.21832 -1.671 0.018 0.206
H -0.60019 2.24567 -0.67213 -1.021 -1.459 2.034
H -0.36531 2.29241 1.01093 -1.872 -2.574 -2.581
H 2.30581 1.41603 -0.29228 -0.575 -0.935 -0.011
H 2.97775 -1.42098 0.02558 -2.038 1.519 -0.408
H -1.68157 -2.36384 0.18080 0.998 1.821 0.310
H -2.28908 0.27234 -0.37145 0.001 1.839 -0.029
```
Positions in Å, forces in eV/Å.

Output
Energy above the lowest of the compared OMol25 structures with the same formula, charge and spin = 2.571 eV
Net charge = 0
F_max = 0.1316 hartree/bohr
SMILES = NC1=CC=N/C1=C/O
HOMO-LUMO gap = 8.6 eV
Calculated total energy = -378.776452 hartree
E_HOMO = -8.5 eV

---

Here is a molecular structure, C5H6N2O in a non-equilibrium geometry from the Open Molecules 2025 dataset. Energies are from wB97M-V/def2-TZVPD.

Structure (XYZ):
```
14
Properties=species:S:1:pos:R:3:forces:R:3
C -1.46998 -0.49101 0.12798 -7.340 1.481 -1.985
C -1.21802 1.06804 0.12818 1.267 -0.285 2.530
C 0.13366 0.60624 -0.49571 -0.167 -0.671 -1.524
C 0.97559 -1.48164 -0.08432 2.881 -2.021 2.423
C -0.13854 -0.68232 0.39547 4.333 0.121 0.532
H -0.83287 1.36126 1.14153 -1.313 0.221 -0.549
H -1.97959 1.70259 -0.24625 -0.188 0.775 -0.826
H -0.18932 0.47600 -1.69962 1.830 -0.116 2.960
H 2.22391 1.29879 -0.37981 1.266 1.156 -1.404
H 1.23512 -2.53235 0.18679 -0.783 0.503 -0.889
H 0.08838 -0.16321 1.46191 -0.180 -1.750 -2.185
N 1.57199 0.68210 -0.01418 -2.279 -2.890 -0.249
N 2.06954 -0.79167 -0.17589 -2.257 2.840 -0.226
O -2.46987 -1.05283 -0.34608 2.929 0.636 1.394
```
Positions in Å, forces in eV/Å.

Output
Energy above the lowest of the compared OMol25 structures with the same formula, charge and spin = 5.347 eV
Net charge = 0
F_max = 0.1506 hartree/bohr
HOMO-LUMO gap = 10.3 eV
Calculated total energy = -378.674451 hartree
E_HOMO = -9.6 eV

---

Here is a single C5H6N2O molecule in a non-equilibrium geometry from the Open Molecules 2025 dataset. Energies are from wB97M-V/def2-TZVPD.

Structure (XYZ):
```
14
Properties=species:S:1:pos:R:3:forces:R:3
C -2.69109 0.09574 0.11555 2.771 -0.787 -1.838
C -1.14240 -0.20510 -0.21285 -4.839 2.029 1.260
N -0.81870 -1.40492 -0.23397 2.827 -0.602 -0.813
N 0.72933 -1.47560 -0.32774 -1.585 4.998 3.539
C 1.11650 -0.25951 0.25207 -4.164 -5.602 -3.989
C 2.48364 -0.11876 0.08725 6.088 1.505 2.218
C -0.06718 0.87126 -0.08139 4.762 -0.129 0.050
O 0.32202 2.02012 -0.32699 -2.789 -3.547 0.685
H -2.76601 1.08860 -0.46515 -1.498 -2.022 -0.088
H -3.17568 -1.02438 0.03890 0.474 3.565 -0.361
H -2.74230 0.50015 1.10016 -0.027 -0.280 1.173
H 3.15743 -1.05743 -0.03566 -1.686 1.312 0.642
H 2.94404 0.58038 0.92025 -0.599 -1.349 -1.586
H 2.65037 0.38944 -0.83043 0.266 0.908 -0.893
```
Positions in Å, forces in eV/Å.

Output
Energy above the lowest of the compared OMol25 structures with the same formula, charge and spin = 4.961 eV
Net charge = 0
F_max = 0.1563 hartree/bohr
SMILES = CC1=NN=C(C)C1=O
HOMO-LUMO gap = 8.6 eV
Calculated total energy = -378.688625 hartree
E_HOMO = -9.9 eV

---

Here is 2 unconnected molecules or ions with the total composition C5H6N2O in a non-equilibrium geometry from the Open Molecules 2025 dataset. Energies are from wB97M-V/def2-TZVPD.

Structure (XYZ):
```
14
Properties=species:S:1:pos:R:3:forces:R:3
C -1.61698 1.05652 -1.74982 1.454 2.733 6.389
C -0.96845 0.97226 -0.42076 -3.401 0.933 -2.081
C -0.09174 -0.22307 1.46093 -1.539 3.756 1.158
C 1.11008 -0.74937 1.59436 1.680 -4.157 4.827
C 0.89272 -0.54078 -0.66554 0.914 1.368 7.271
H -1.32591 0.43452 -2.59880 -0.228 0.586 0.277
H -2.27241 2.08083 -1.65533 1.410 -3.061 -1.178
H -1.30623 1.52402 0.55984 -0.191 -0.055 -2.889
H -0.88232 0.50602 2.05866 2.345 -2.923 -1.046
H 1.54608 -1.51004 2.33199 -0.980 2.061 -0.230
H 2.10791 -2.27304 0.31455 -0.608 5.318 0.241
N -0.02018 0.12780 0.12728 -3.236 0.910 -3.863
N 1.81013 -0.84032 0.44451 1.885 -6.830 -3.648
O 1.01733 -0.56534 -1.80187 0.496 -0.640 -5.229
```
Positions in Å, forces in eV/Å.

Output
Energy above the lowest of the compared OMol25 structures with the same formula, charge and spin = 5.461 eV
Net charge = 0
F_max = 0.1550 hartree/bohr
HOMO-LUMO gap = 7.9 eV
Calculated total energy = -378.670241 hartree
E_HOMO = -8.1 eV

---

Here is a single C5H6N2O molecule in a non-equilibrium geometry from the Open Molecules 2025 dataset. Energies are from wB97M-V/def2-TZVPD.

Structure (XYZ):
```
14
Properties=species:S:1:pos:R:3:forces:R:3
C -2.71095 -0.51397 0.02137 -0.569 1.260 -0.246
C -1.27397 -0.04680 -0.02518 0.634 0.569 0.469
N -1.19250 1.31121 -0.07769 -1.257 -1.071 0.032
C -0.22483 -0.96091 0.05742 -1.845 0.108 -0.447
C 1.18645 -0.75612 0.01956 -0.309 0.736 -0.279
O 2.06520 -1.57805 -0.05616 0.141 -0.229 0.131
C 1.56722 0.70739 0.02393 1.153 3.099 0.180
N 1.83415 1.85602 0.04042 -0.763 -3.367 -0.073
H -3.29044 0.03487 -0.79383 0.617 -0.909 0.999
H -3.15022 -0.21304 1.00190 0.296 -0.118 -0.650
H -2.82692 -1.58115 -0.05742 0.048 -0.287 -0.250
H -0.31833 1.77529 -0.01066 0.447 0.575 0.037
H -2.06898 1.82665 0.00028 0.770 -0.151 -0.086
H -0.62175 -1.96633 -0.01264 0.638 -0.213 0.184
```
Positions in Å, forces in eV/Å.

Output
Energy above the lowest of the compared OMol25 structures with the same formula, charge and spin = 0.614 eV
Net charge = 0
F_max = 0.0672 hartree/bohr
SMILES = C/C(N)=C/C(=O)C#N
HOMO-LUMO gap = 9.0 eV
Calculated total energy = -378.848369 hartree
E_HOMO = -9.2 eV

---

Here is a single C5H6N2O molecule in a non-equilibrium geometry from the Open Molecules 2025 dataset. Energies are from wB97M-V/def2-TZVPD.

Structure (XYZ):
```
14
Properties=species:S:1:pos:R:3:forces:R:3
C 1.44457 0.43929 1.26379 1.146 2.067 0.976
C 0.92418 0.24962 -0.08508 0.127 -1.007 0.175
C 0.75853 0.71448 2.38777 -0.206 -1.338 0.265
C -0.29843 -0.10790 -0.36370 -2.264 -0.644 0.997
C -1.49512 -0.58031 -1.09247 -1.321 -0.503 -1.426
N -0.59550 0.57505 2.71560 -1.261 0.231 0.716
N -1.42361 0.29404 1.85428 -0.828 -1.159 -2.629
O -2.63350 0.00645 1.85677 2.445 0.805 0.610
H 2.53827 0.67786 1.47466 -1.368 -0.738 -1.008
H 1.62550 0.15573 -0.89262 0.652 0.212 -0.403
H 1.26434 0.80324 3.33694 0.474 0.438 -0.199
H -1.83990 0.30390 -1.79914 0.263 -1.803 1.562
H -1.43401 -1.55769 -1.82046 0.551 2.343 1.823
H -2.34544 -0.90179 -0.32327 1.589 1.095 -1.459
```
Positions in Å, forces in eV/Å.

Output
Energy above the lowest of the compared OMol25 structures with the same formula, charge and spin = 6.766 eV
Net charge = 0
F_max = 0.0587 hartree/bohr
HOMO-LUMO gap (spin up / spin down) = 8.7 / 7.4 eV
Calculated total energy = -378.622292 hartree
E_HOMO (spin up / spin down) = -8.7 / -8.0 eV

---

Here is a single C5H6N2O molecule in a non-equilibrium geometry from the Open Molecules 2025 dataset. Energies are from wB97M-V/def2-TZVPD.

Structure (XYZ):
```
14
Properties=species:S:1:pos:R:3:forces:R:3
C 1.58393 0.77069 -0.05722 3.452 1.881 0.076
N 2.31075 -0.39118 -0.07115 0.134 1.392 0.868
N 1.52175 -1.44069 0.07964 -0.610 -1.473 -1.246
C 0.35915 -0.88988 -0.11230 -1.376 -3.161 0.670
C 0.27399 0.46694 -0.16053 -0.061 0.573 0.296
C -1.16792 0.85027 0.00203 0.591 2.147 0.046
C -1.85469 -0.50252 0.06611 1.000 -0.984 -2.974
O -0.81710 -1.55633 -0.10605 -1.023 0.560 0.769
H 2.27132 1.61445 0.13949 -1.260 0.095 -0.530
H 3.28422 -0.47734 0.15419 0.046 0.090 0.024
H -1.23172 1.50679 0.93086 -0.474 -0.837 -1.226
H -1.52203 1.38964 -0.91061 0.113 -0.041 0.989
H -2.50377 -0.68961 0.84397 -0.689 -0.482 2.414
H -2.50788 -0.65123 -0.79843 0.156 0.242 -0.177
```
Positions in Å, forces in eV/Å.

Output
Energy above the lowest of the compared OMol25 structures with the same formula, charge and spin = 1.675 eV
Net charge = 0
F_max = 0.0765 hartree/bohr
SMILES = c1[nH]nc2c1CCO2
HOMO-LUMO gap = 9.4 eV
Calculated total energy = -378.809380 hartree
E_HOMO = -8.4 eV

---

Here is a single C5H6N2O2 molecule in a non-equilibrium geometry from the Open Molecules 2025 dataset. Energies are from wB97M-V/def2-TZVPD.

Structure (XYZ):
```
15
Properties=species:S:1:pos:R:3:forces:R:3
C -1.55607 0.96884 -0.53312 3.449 2.492 -1.094
C -0.96541 0.21292 0.59233 2.764 -1.827 -0.716
N -1.15535 -1.29105 0.43298 0.066 1.821 0.007
O 0.12672 -1.86221 0.03535 -0.180 -2.963 -0.065
C 1.12682 -0.96260 0.03593 -3.710 2.957 1.757
C 2.34997 -0.61687 -0.46239 1.449 1.461 -0.154
N 2.59579 0.68935 -0.29891 0.828 -1.237 -0.882
O 1.49516 1.25465 0.20577 -1.637 -0.819 1.087
C 0.62502 0.24150 0.45599 -1.359 0.529 0.279
H -0.71143 1.78592 -0.80930 -2.287 -1.571 0.222
H -2.40496 1.48077 -0.24171 -1.864 1.081 0.448
H -1.75717 0.37947 -1.39518 0.001 -0.586 -0.619
H -1.40618 0.46224 1.53562 0.177 0.469 0.661
H -1.47655 -1.58581 1.36499 1.287 -0.815 -0.367
H 3.11364 -1.15713 -0.91834 1.016 -0.992 -0.565
```
Positions in Å, forces in eV/Å.

Output
Energy above the lowest of the compared OMol25 structures with the same formula, charge and spin = 5.542 eV
Net charge = 0
F_max = 0.0984 hartree/bohr
SMILES = C[C@H]1NOc2cnoc21
HOMO-LUMO gap = 9.5 eV
Calculated total energy = -453.930519 hartree
E_HOMO = -8.7 eV